1.
Molecular formula: C19H55O9V
Method: DFT, the ωB97M-V functional and the def2-TZVPD basis

Structure (ORCA input):
```
! RIJCOSX wB97M-V def2-TZVPD def2/J DEFGRID3
* xyz 1 4
V 2.3532 -2.5571 -3.0589
C 1.4696 -0.0371 -0.4666
C 0.6897 -1.2833 -0.5211
C -0.6898 -1.0820 0.1646
O 0.6759 -1.7725 -1.8389
H 2.5174 -0.2411 -0.6869
H 1.4181 0.3340 0.5570
H 1.0791 0.7197 -1.1469
H 1.2359 -1.9418 0.1543
H -1.2284 -0.1751 -0.1105
H -0.5939 -0.9093 1.2365
H -1.1279 -2.0740 0.0542
C 5.1398 1.4640 0.0962
C 6.0390 2.6286 0.5396
O 6.5771 3.0700 -0.7276
H 5.8097 0.6306 -0.1153
H 4.5481 1.7464 -0.7745
H 4.6103 1.0387 0.9488
H 6.7464 2.2754 1.2899
H 5.4912 3.3720 1.1186
H 6.5546 2.2996 -1.3000
C 0.7334 4.3711 -0.4283
C 1.9647 3.6889 -1.1368
O 2.4936 4.7012 -2.0060
H 0.2620 3.8644 0.4138
H -0.1114 4.4902 -1.1067
H 0.8833 5.4078 -0.1266
H 1.4438 2.9786 -1.7789
H 2.7509 3.2629 -0.5136
H 2.9274 4.3649 -2.7936
C -3.9599 1.3969 2.4475
C -4.8854 0.3556 3.0297
O -6.0506 0.9766 3.5151
H -3.5941 2.1490 3.1466
H -4.4765 2.0141 1.7125
H -3.1729 0.9206 1.8627
H -4.2841 -0.0105 3.8618
H -5.0889 -0.4202 2.2915
H -6.6843 1.0481 2.7975
C 4.2380 -4.9015 1.9063
C 3.5936 -3.4942 2.2294
O 2.2259 -3.5612 2.1396
H 3.6967 -5.6770 2.4483
H 5.2698 -4.8703 2.2562
H 4.1215 -5.1818 0.8594
H 4.0555 -2.6960 1.6484
H 4.0155 -3.0936 3.1511
H 2.0360 -3.3400 1.2249
C -0.6444 2.1116 -3.4619
C -0.4217 0.7716 -4.1200
O -1.1861 -0.1525 -3.3776
H -0.0049 2.8814 -3.8939
H -0.4079 2.0913 -2.3981
H -1.6989 2.3220 -3.6401
H 0.6028 0.4174 -4.0057
H -0.6583 0.6379 -5.1755
H -0.6910 -0.5771 -2.6732
C -2.2046 -5.4063 -2.0289
C -2.7043 -3.9260 -2.0603
O -1.8950 -3.0406 -2.7923
H -1.9781 -5.8730 -2.9875
H -2.7721 -6.1479 -1.4666
H -1.3004 -5.4583 -1.4225
H -2.8907 -3.6380 -1.0256
H -3.7088 -3.9271 -2.4834
H -1.2449 -2.6742 -2.1884
C 0.3213 1.6162 3.2081
C 0.1206 1.1689 4.6394
O 1.3081 0.5282 5.1282
H 1.3575 1.9399 3.1103
H -0.4593 2.2493 2.7863
H 0.1405 0.7444 2.5793
H -0.7651 0.5528 4.7947
H -0.1631 1.9883 5.2998
H 1.2605 -0.3732 4.8013
C -4.2405 -0.5344 -1.0383
C -4.5129 0.6641 -2.0046
O -5.7273 1.2976 -1.7200
H -4.0300 -0.0697 -0.0750
H -3.4277 -1.1888 -1.3531
H -5.1385 -1.1423 -0.9277
H -4.5514 0.2313 -3.0043
H -3.7466 1.4107 -1.7962
H -5.6547 2.2545 -1.6911
*
```

As for the largest force on an atom: 4.3 eV Å⁻¹. For the frontier orbital gap (alpha / beta), the calculation gives 4.447 / 4.608 eV. The total energy comes out at -64694.0280 eV. As for the expectation value of S²: 3.9187.


2.
Molecular formula: C19H58N15O13
Method: DFT, the ωB97M-V functional and the def2-TZVPD basis

Structure (ORCA input):
```
! RIJCOSX wB97M-V def2-TZVPD def2/J DEFGRID3
* xyz -1 1
N 20.8472 -7.4776 -8.5350
H 20.7158 -6.6932 -9.1598
H 19.9948 -7.5399 -7.9898
H 21.5819 -7.2691 -7.8502
H 21.0725 -8.3540 -8.9992
C 21.4133 -10.6320 -9.0334
O 20.6886 -10.7978 -7.9826
O 22.5351 -11.2160 -9.0946
O 21.0250 -9.8601 -9.9044
C 16.5927 -10.7372 -18.8697
O 17.2630 -10.2650 -17.7200
C 18.6464 -10.1364 -18.0150
C 19.3539 -9.2367 -17.0503
N 19.3484 -9.5355 -15.6294
C 19.9290 -10.8646 -15.4473
C 20.6449 -11.0795 -14.0956
O 21.4516 -12.2164 -14.0903
C 21.8658 -12.5600 -12.7570
H 15.6201 -11.1245 -18.5663
H 16.9952 -11.5435 -19.4871
H 16.4693 -9.9568 -19.6236
H 18.7896 -9.7245 -19.0182
H 19.0669 -11.1129 -18.2675
H 18.8707 -8.2607 -17.1310
H 20.3458 -8.9872 -17.4297
H 18.3869 -9.4915 -15.3212
H 20.6741 -11.0417 -16.2241
H 19.2013 -11.6636 -15.6041
H 19.9302 -10.9394 -13.2816
H 21.2796 -10.1994 -13.9623
H 21.2266 -13.2253 -12.1739
H 22.0634 -11.6661 -12.1648
H 22.7779 -13.1570 -12.7926
C 26.1292 -6.1118 -9.3203
O 25.0921 -6.4612 -8.4022
C 24.3407 -7.6574 -8.6724
C 23.8207 -8.2016 -7.3338
N 22.8881 -7.2455 -6.7100
C 22.2367 -7.7344 -5.5000
C 21.1928 -6.7815 -4.9237
O 20.1182 -6.5587 -5.8172
C 19.1444 -5.6654 -5.2212
H 25.7714 -6.0637 -10.3496
H 27.0421 -6.7098 -9.3361
H 26.4777 -5.1250 -9.0155
H 25.0235 -8.4509 -8.9800
H 23.5115 -7.5522 -9.3727
H 24.6398 -8.4392 -6.6517
H 23.3552 -9.1841 -7.4267
H 23.3848 -6.4257 -6.3866
H 22.9805 -8.0523 -4.7663
H 21.7655 -8.6934 -5.7244
H 21.6093 -5.8977 -4.4357
H 20.8027 -7.2862 -4.0362
H 19.6772 -4.7300 -5.0498
H 18.7407 -6.0768 -4.2954
H 18.3173 -5.6057 -5.9271
C 18.0575 -9.6313 -5.7816
O 17.1651 -9.1934 -5.0125
N 18.0779 -10.9052 -6.1061
N 19.1989 -9.0999 -6.1335
H 17.3820 -11.4610 -5.6335
H 18.7434 -11.2917 -6.7576
H 19.6720 -9.6284 -6.8554
H 19.4715 -8.1682 -5.8460
C 22.6960 -11.9762 -4.8749
O 23.0508 -12.1476 -3.7519
N 21.4768 -12.0638 -5.3448
N 23.5221 -11.4452 -5.7862
H 20.6857 -12.4204 -4.8336
H 21.3949 -11.8515 -6.3286
H 23.2304 -11.5077 -6.7519
H 24.5197 -11.3268 -5.7150
C 23.2372 -8.3141 -12.1624
O 23.9356 -7.7251 -12.9652
N 22.1279 -7.9138 -11.6849
N 23.5895 -9.4435 -11.6145
H 21.6260 -7.0904 -11.9756
H 21.7142 -8.6480 -11.1259
H 24.4908 -9.8037 -11.8882
H 23.0726 -9.9496 -10.9088
C 21.0321 -14.6015 -8.1649
O 20.8362 -15.7524 -7.9099
N 20.1086 -13.6277 -7.9325
N 22.1133 -14.1187 -8.7986
H 20.3610 -12.6494 -8.0097
H 19.1996 -13.8048 -7.5356
H 22.8607 -14.7649 -9.0004
H 22.3417 -13.1348 -8.8427
C 17.4125 -10.0856 -10.3359
O 16.3190 -10.0610 -10.8503
N 18.4303 -9.2718 -10.6119
N 17.7684 -10.9408 -9.4100
H 18.3650 -8.6113 -11.3698
H 19.3103 -9.5769 -10.2128
H 18.7376 -10.8976 -9.1294
H 17.2369 -11.7770 -9.2271
C 25.7998 -12.6394 -9.2461
O 26.9618 -13.0360 -9.2209
N 25.0873 -12.9446 -10.2757
N 25.1336 -12.0478 -8.3456
H 25.4894 -13.4930 -11.0184
H 24.1532 -12.5604 -10.2824
H 25.5952 -11.8468 -7.4729
H 24.2548 -11.6418 -8.6398
*
```

As for the largest force on an atom: 5.9 eV Å⁻¹. For the frontier orbital gap, the calculation gives 8.599 eV. The total energy comes out at -69618.4121 eV.


3.
Molecular formula: C19H58N19O13S
Method: DFT, the ωB97M-V functional and the def2-TZVPD basis

Structure (ORCA input):
```
! RIJCOSX wB97M-V def2-TZVPD def2/J DEFGRID3
* xyz -1 1
C -1.7903 0.6642 4.3652
C -0.9140 0.3805 2.9787
O -1.8695 0.2757 1.8380
C -1.0903 -0.1229 0.6191
C -0.6199 1.2780 -0.0905
O 0.4911 1.1534 -1.0465
C 1.7087 0.6087 -0.4261
S 1.8872 -1.1226 -1.1994
O 2.9184 1.3743 -0.7651
C 3.4164 1.9436 0.5262
C 4.4427 0.9000 1.3013
N 4.6706 -0.3973 0.5261
C 6.1371 -0.7642 0.4593
C 6.5051 -1.7950 -0.8019
C 5.1862 -2.2183 -1.6921
O 7.1302 -3.0523 -0.2886
H -2.8324 1.1113 4.0714
H -1.2246 1.4688 5.0004
H -1.8691 -0.3869 4.9255
H -0.3129 -0.6072 3.1790
H -0.2307 1.3271 2.7904
H -0.2217 -0.8025 1.0100
H -1.7370 -0.7578 -0.1337
H -1.5587 1.6631 -0.7197
H -0.4489 2.1196 0.7371
H 2.4006 -0.9963 -2.5082
H 4.0362 2.9424 0.3705
H 2.4555 2.0979 1.1992
H 3.9966 0.6705 2.3754
H 5.4646 1.4651 1.4810
H 4.0938 -1.1750 0.9643
H 6.4131 -1.3611 1.4539
H 6.8345 0.1757 0.3653
H 7.2887 -1.3300 -1.5489
H 5.4151 -2.9039 -2.6125
H 4.3500 -2.7194 -1.0051
H 4.7094 -1.1990 -2.0892
H 6.4816 -3.8147 -0.3297
C -4.1377 0.2733 -2.5651
O -3.5506 -0.4657 -1.7907
N -3.5118 1.2326 -3.2707
N -5.4629 0.1946 -2.7823
H -3.9780 1.8508 -3.9131
H -2.5135 1.3257 -3.1367
H -5.9721 -0.5143 -2.2710
H -5.9639 0.7942 -3.4160
C 8.4901 2.6359 0.5427
O 8.5405 1.7170 1.3450
N 9.5513 3.4123 0.2585
N 7.3689 2.9543 -0.1291
H 9.5293 4.1735 -0.3989
H 10.4154 3.2063 0.7425
H 6.5467 2.3946 0.0555
H 7.3079 3.7073 -0.7935
C -7.5708 3.9394 -1.5322
O -8.2193 4.7343 -0.8702
N -7.5157 3.9860 -2.8755
N -6.8533 2.9458 -0.9777
H -6.9875 3.3405 -3.4379
H -8.0418 4.7192 -3.3329
H -6.8676 2.8750 0.0313
H -6.3132 2.2816 -1.5062
C -11.8208 5.8223 -3.4087
O -12.5311 5.8006 -4.4015
N -11.3611 6.9652 -2.8682
N -11.4343 4.7054 -2.7664
H -10.7753 7.0033 -2.0512
H -11.6289 7.8292 -3.3211
H -11.7584 3.8233 -3.1407
H -10.8498 4.7031 -1.9475
C -0.2192 -3.7805 3.9216
O 0.6628 -2.9561 4.1036
N -0.3036 -4.9231 4.6266
N -1.1857 -3.6200 2.9998
H -1.0223 -5.6138 4.4911
H 0.4047 -5.0829 5.3310
H -1.1590 -2.7732 2.4471
H -1.9202 -4.2875 2.8353
C -2.0912 -5.6637 -0.0128
O -2.0422 -6.6009 0.7681
N -1.3631 -4.5440 0.1483
N -2.8776 -5.6667 -1.1043
H -1.3900 -3.7619 -0.4838
H -0.7576 -4.5009 0.9575
H -3.4423 -6.4909 -1.2628
H -2.9314 -4.9046 -1.7587
C 7.9199 6.5582 -0.1935
O 8.8029 5.8879 -0.7051
N 6.9166 6.0164 0.5203
N 7.8712 7.8984 -0.2980
H 6.1806 6.5518 0.9490
H 6.9159 5.0101 0.6234
H 8.6077 8.3463 -0.8273
H 7.1522 8.4674 0.1162
C -3.8549 -5.9118 5.2580
O -2.9719 -6.5821 4.7464
N -4.8582 -6.4535 5.9718
N -3.9036 -4.5715 5.1535
H -5.5942 -5.9182 6.4005
H -4.8589 -7.4599 6.0749
H -3.1671 -4.1237 4.6242
H -4.6226 -4.0026 5.5677
C 3.0397 -4.0279 -4.6464
O 3.9425 -3.2075 -4.5965
N 2.7103 -4.6789 -5.7765
N 2.2935 -4.3542 -3.5757
H 1.9702 -5.3577 -5.8373
H 3.2475 -4.4626 -6.6059
H 2.5086 -3.8869 -2.7047
H 1.5460 -5.0272 -3.5972
*
```

As for the largest force on an atom: 2.8 eV Å⁻¹. For the frontier orbital gap, the calculation gives 4.089 eV. The total energy comes out at -86410.8635 eV.


4.
Molecular formula: C19H59Br2F3NO15
Method: DFT, the ωB97M-V functional and the def2-TZVPD basis

Structure (ORCA input):
```
! RIJCOSX wB97M-V def2-TZVPD def2/J DEFGRID3
* xyz -1 1
N -2.0764 -0.4169 -2.3798
C -1.1936 -0.7959 -1.2746
C -0.0904 0.3085 -1.0231
C -0.6364 1.2776 0.0592
C 0.1934 2.5957 0.2427
F 0.9142 2.9669 -0.8655
Br -1.1673 4.0255 0.5074
C 1.0620 2.6007 1.5321
F 0.2820 2.5151 2.6710
F 1.8025 3.7235 1.6680
Br 2.2500 1.0251 1.5520
C -2.1196 -1.0078 -0.0167
O -3.3043 -0.6117 -0.0459
O -1.6134 -1.5845 0.9775
H -2.3008 0.5771 -2.3442
H -1.6622 -0.6220 -3.2859
H -0.7220 -1.7747 -1.4905
H 0.0737 0.8045 -2.0046
H 0.8866 -0.1103 -0.7145
H -0.6663 0.8032 1.0633
H -1.6381 1.5951 -0.2830
C -0.0074 -2.7712 -5.3702
O -0.5670 -2.3487 -4.1366
H 0.0674 -1.9084 -6.0301
H 0.9908 -3.1871 -5.2065
H -0.6488 -3.5253 -5.8350
H -0.6266 -3.1242 -3.5652
C -0.9873 7.2069 3.0543
O -2.1136 6.5415 2.5043
H -0.4430 7.6923 2.2459
H -1.3121 7.9636 3.7745
H -0.3292 6.4862 3.5483
H -2.5836 6.1150 3.2344
C 0.6740 -4.5168 -0.6404
O -0.2115 -4.8192 -1.7219
H 1.6447 -4.9635 -0.8492
H 0.7862 -3.4347 -0.5479
H 0.2780 -4.9305 0.2888
H -1.0615 -4.4134 -1.5126
C -4.0511 3.4596 2.8068
O -3.7881 4.1578 4.0320
H -4.7591 4.0384 2.2199
H -3.1315 3.3434 2.2395
H -4.4791 2.4788 3.0239
H -3.1598 3.6274 4.5331
C 4.0844 -4.7061 -2.4823
O 4.4350 -3.9912 -1.3032
H 3.3831 -4.1068 -3.0607
H 4.9792 -4.8940 -3.0824
H 3.6141 -5.6511 -2.2116
H 5.0532 -4.5409 -0.8109
C -5.7897 -0.8579 -3.2244
O -4.8685 0.0815 -2.7082
H -6.2969 -0.4146 -4.0821
H -5.2624 -1.7620 -3.5462
H -6.5324 -1.1164 -2.4624
H -4.4231 -0.3344 -1.9462
C -5.5017 2.8959 -1.3331
O -5.4325 2.5171 0.0354
H -5.8836 3.9152 -1.3900
H -4.5071 2.8581 -1.7836
H -6.1746 2.2274 -1.8741
H -5.0913 1.6123 0.0644
C 3.6353 -8.6795 -2.0594
O 4.5664 -7.7302 -1.5505
H 3.1448 -8.2491 -2.9301
H 4.1561 -9.5942 -2.3549
H 2.8835 -8.9108 -1.3012
H 4.9894 -8.1271 -0.7821
C -1.6853 0.0114 4.3581
O -0.3046 0.3580 4.3348
H -1.7786 -1.0140 4.7087
H -2.2278 0.6765 5.0397
H -2.1079 0.0850 3.3529
H -0.2290 1.2651 4.0154
C 0.4769 -5.5097 3.8141
O -0.4088 -5.8118 2.7450
H 1.4436 -5.9623 3.6002
H 0.5984 -4.4274 3.9050
H 0.0879 -5.9180 4.7516
H -1.2563 -5.4024 2.9504
C 5.1459 3.6612 -0.3592
O 3.9968 3.0409 -0.9274
H 6.0063 3.0172 -0.5301
H 5.3225 4.6309 -0.8326
H 5.0037 3.7959 0.7162
H 3.2462 3.6245 -0.7651
C 1.3475 3.6830 5.3431
O 1.6164 4.3609 6.5682
H 0.6579 4.2884 4.7582
H 2.2737 3.5473 4.7792
H 0.8907 2.7109 5.5463
H 2.2264 3.8116 7.0706
C 4.6135 2.9370 -4.9264
O 5.3830 3.2319 -3.7701
H 5.2735 2.9450 -5.7927
H 4.1574 1.9480 -4.8316
H 3.8339 3.6918 -5.0622
H 4.7808 3.2198 -3.0153
*
```

As for the largest force on an atom: 1.7 eV Å⁻¹. For the frontier orbital gap, the calculation gives 6.869 eV. The total energy comes out at -201096.4722 eV.